DFT (ωB97M-V/def2-TZVPD) results for an isolated molecule of C14H14N2OS at a distorted geometry.

Geometry (Å):
S1 3.871 -0.887 0.393
O1 -1.463 -0.131 1.464
N1 0.111 4.619 -0.825
N2 2.637 0.434 -1.592
C1 -0.995 1.030 0.929
C2 0.352 1.201 0.426
C3 -1.023 -2.367 2.119
C4 -1.934 2.023 0.812
C5 0.840 -0.987 1.298
C6 -1.518 3.264 0.237
C7 1.290 0.095 0.551
C8 0.732 2.423 -0.139
C9 -0.211 3.446 -0.204
C10 0.416 5.614 -1.349
C11 -0.448 -0.978 2.076
C12 2.561 -0.036 -0.248
C13 -0.178 -0.498 3.510
C14 3.759 0.179 -2.460
H1 -1.955 -2.422 2.724
H2 -2.957 1.925 1.141
H3 4.709 0.183 -1.981
H4 0.391 0.433 3.495
H5 -0.281 -3.044 2.528
H6 1.763 0.747 -2.003
H7 1.399 -1.901 1.304
H8 0.445 -1.253 4.035
H9 -1.265 -2.687 1.114
H10 3.642 -0.804 -2.933
H11 -2.207 4.095 0.145
H12 -1.125 -0.335 4.047
H13 1.776 2.618 -0.427
H14 3.797 0.935 -3.254

Orbital gap ... 7.97 eV
Energy above the lowest of the compared OMol25 structures with the same formula, charge and spin ... 191.8 kJ/mol

Atomic partial charges in e from the Mulliken method, atoms 1 to 8: number 1, S, carries -0.317; number 2, O, carries -0.497; number 3, N, carries 0.102; number 4, N, carries -0.162; number 5, C, carries -0.117; number 6, C, carries 0.655; number 7, C, carries -1.778; number 8, C, carries -0.562